Computed, not measured: a cluster of 3 separate species, C35H75ClFI2N7O8P2S in total in a non-equilibrium geometry, with ωB97M-V/def2-TZVPD.

Output
HOMO energy   -0.292 hartree
E   -125156.3726 eV
E_LUMO   -1.021 eV

The geometry in XYZ format:
```
132
Properties=species:S:1:pos:R:3:forces:R:3
C 4.53714 3.19209 0.36057 0.1169 -0.6975 -1.1575
C 4.36119 2.25463 1.68101 1.1236 3.1059 1.6517
O 3.75419 0.98549 1.57409 -1.1315 0.1115 0.1615
C 2.32622 0.80013 1.83039 0.4690 -0.2860 -1.2455
C 1.43071 2.04681 1.21736 -1.0354 1.3836 -1.0032
C -0.08823 2.29518 1.75215 -0.8213 0.9834 0.4941
C -0.15633 3.57626 2.82499 -0.0792 -0.7160 0.2839
C -0.85615 4.91855 2.20258 0.9896 0.9512 1.6533
N -2.20744 4.70707 1.55799 0.0249 2.3237 -1.1707
C -3.36164 4.98227 2.49497 -1.3450 -0.4525 1.1645
C -2.21029 5.60306 0.33725 -1.3956 4.4211 -1.3416
C -1.35820 5.02326 -0.98018 -0.1922 0.3250 1.9542
O -2.77789 6.80698 0.23219 2.8089 -7.2335 1.0900
C 1.97703 0.50031 3.42052 -2.0973 0.9885 0.4435
C 3.04690 0.25205 4.55373 0.5877 -1.2806 2.8209
C 4.56177 0.77019 4.56581 5.3795 -4.3890 -3.6176
O 5.60007 0.05959 4.11684 -7.0939 4.7646 3.2444
I 5.05986 2.80808 5.32848 -0.5803 -1.2045 -0.2607
C 0.86213 -0.73518 3.62022 -1.0425 1.4589 1.4410
C 0.36468 -0.87618 5.21514 -1.1124 -0.5517 -0.7753
C -0.30518 0.49686 5.80752 0.4503 -0.0110 0.5888
F -1.55784 0.81724 5.08417 2.5310 -0.6110 1.1345
O 1.35046 -2.06018 3.25185 0.8005 0.9834 -1.8027
S 2.44823 -2.07523 1.96481 7.0725 -5.7869 0.3907
O 3.88329 -2.06805 2.62445 -5.6304 1.6391 -1.8235
O 2.49757 -3.44131 1.17083 -2.3127 5.1044 2.3939
C 2.08483 -0.58094 0.87254 -1.6470 1.3261 -0.5123
C 0.55686 -0.66437 0.26065 -0.6401 -0.1300 -0.9824
C 0.00855 -2.12925 -0.21041 -1.2693 0.0365 -0.2765
C -0.83556 -2.86870 1.02776 1.3062 1.3900 0.3277
I -2.54934 -3.86894 0.08285 0.7614 0.1894 0.7503
C 3.01745 -0.71217 -0.44581 1.0407 -3.0436 -1.1975
Cl 3.16596 0.74640 -1.58447 -0.8425 -0.6076 1.3748
C 4.51860 -1.35587 -0.32166 1.6922 -0.3033 -0.6042
C 5.41467 -1.06066 -1.70204 0.5566 -1.0840 0.2889
H 3.53302 3.26586 -0.24937 2.0264 0.0114 1.2892
H 4.92598 4.26092 0.63773 -0.8706 -2.0685 -0.2233
H 5.34174 2.74233 -0.39837 -1.8049 0.8438 1.7161
H 3.77216 2.91160 2.48598 1.1945 -1.3077 -1.6017
H 5.45168 2.13231 2.15367 -2.4164 -0.1070 -1.0593
H 1.30650 2.00153 0.03031 0.8143 -0.3626 2.6842
H 1.89822 3.13137 1.39718 -0.3826 -2.7478 -0.2261
H -0.61044 1.41069 2.29384 1.0921 1.3757 -1.0717
H -0.79936 2.59377 0.84086 1.6204 -0.7596 1.9474
H 0.93706 3.83610 3.22694 -2.3127 -0.3844 -0.9951
H -0.75279 3.20158 3.78420 1.0356 0.9712 -2.0567
H -0.12571 5.51559 1.48195 -1.4880 -1.5265 1.4377
H -1.04245 5.65380 3.12467 0.5875 -1.4017 -1.9380
H -4.31138 4.34137 2.16860 2.1375 1.4483 0.5395
H -3.68803 6.10291 2.57214 0.8403 -1.9834 -0.3802
H -3.10875 4.62078 3.60029 -0.2634 0.6748 -2.5068
H -1.22650 5.90352 -1.73956 -0.3768 -1.8987 1.5013
H -1.97570 4.11206 -1.37984 1.3769 1.7758 0.6045
H -0.30581 4.67750 -0.53533 -2.3047 0.5477 -1.3044
H 1.37704 1.46251 3.80563 1.1800 -2.0610 -1.1543
H 2.60878 0.68131 5.58707 0.8436 -0.6692 -2.4336
H 3.10316 -0.91977 4.79526 0.3743 2.5769 -0.9460
H -0.14168 -0.55372 3.05791 2.0501 -0.0339 0.7280
H 1.19041 -1.34488 5.90447 -1.5329 1.2631 -1.3117
H -0.51372 -1.68263 5.17205 1.8855 1.7377 0.1443
H -0.58891 0.36071 6.94234 0.4078 0.1110 -2.3901
H 0.42703 1.43852 5.76835 -1.7626 -1.9999 -0.2604
H -0.29311 -0.26019 0.93707 1.8168 -0.4470 -0.9508
H 0.56405 0.02300 -0.71563 0.1757 -1.4331 2.2329
H -0.81837 -1.92625 -1.04750 1.9173 -0.2455 1.8284
H 0.79839 -2.83146 -0.71176 -1.4306 1.2977 1.3106
H -1.28220 -2.03612 1.74868 0.7879 -1.8123 -1.6704
H -0.16241 -3.56329 1.68685 -1.5172 1.0401 -1.5710
H 2.47844 -1.51755 -1.15570 0.9446 1.9664 1.7815
H 4.51215 -2.54577 -0.22626 -0.5469 2.7430 -0.0395
H 5.16345 -0.96360 0.57114 -1.6231 -0.5741 -1.5904
H 6.32166 -1.83570 -1.68077 -1.9625 1.6199 0.0065
H 4.79897 -1.30206 -2.69020 1.3187 0.7564 2.1377
H 5.90733 0.00436 -1.70624 -1.3021 -2.0404 -0.1492
C -10.21392 -6.06509 1.65101 -0.0338 0.1768 0.3871
N -9.02742 -6.10822 0.81388 -1.8264 -1.3301 -0.9567
C -9.18867 -6.99433 -0.33979 0.3957 0.3826 -0.4436
P -7.41488 -5.73445 1.23456 -6.6553 5.7652 1.5789
O -7.27701 -4.79654 0.01041 3.5288 -3.1278 -0.4678
N -7.41972 -4.40178 2.34488 0.5555 0.5607 0.3122
C -8.46203 -4.11551 3.31940 0.2771 -0.5447 0.7688
C -6.91109 -3.11344 1.84950 0.5232 -0.2424 -0.2885
N -7.57338 -6.81272 2.64190 3.5024 -1.3445 -1.1114
C -6.25831 -6.86559 3.33954 0.3736 0.2187 0.8233
C -7.90230 -8.23168 2.40241 -0.5558 -0.3708 -0.2157
H -10.12133 -6.63099 2.58031 0.0078 -0.0035 0.2436
H -11.10359 -6.46068 1.14389 0.4533 -0.0453 -0.2000
H -10.47881 -5.03607 1.90190 0.0869 -0.0585 0.1237
H -8.82526 -8.00199 -0.13053 -0.0696 -0.3548 -0.1175
H -8.62162 -6.61463 -1.19491 0.0404 0.0158 0.0967
H -10.22942 -7.07576 -0.67648 0.1795 0.1541 0.2969
H -9.32171 -3.62415 2.86092 -0.1023 0.0791 -0.0811
H -8.08183 -3.44079 4.09520 0.0897 0.0263 -0.1443
H -8.79890 -5.00422 3.85865 -0.0097 0.0058 -0.3241
H -7.63709 -2.61937 1.19414 0.0556 -0.0082 -0.0835
H -5.96825 -3.24512 1.30284 -0.4368 0.0202 0.0203
H -6.67988 -2.42383 2.67140 -0.2252 -0.3369 0.1581
H -5.49034 -7.28423 2.68157 0.0426 -0.1762 0.2052
H -6.31472 -7.48046 4.24678 -0.1551 0.0021 -0.2721
H -5.91806 -5.87883 3.66010 -0.2674 -0.0264 -0.2433
H -7.21063 -8.69054 1.68506 -0.0724 -0.1143 0.2003
H -8.91958 -8.38262 2.04230 0.0903 0.3425 -0.1710
H -7.86015 -8.80149 3.34023 0.2606 0.3469 -0.1074
C 5.73481 4.73950 -7.29120 -0.3759 0.0251 -0.2138
N 6.03867 3.93812 -6.11822 1.9960 1.0759 -0.8802
C 7.47020 3.91108 -5.81469 -0.0658 -0.0316 0.7027
P 5.11467 2.68347 -5.41889 -3.5368 8.0086 -1.6794
O 5.22091 3.33874 -4.02012 1.6878 -4.3690 0.6155
N 3.43226 3.08262 -5.55668 -0.7522 -0.2597 0.3682
C 2.83030 3.85236 -6.63520 -0.1998 -0.6798 -0.6766
C 2.72023 3.42691 -4.31635 0.2420 -0.4716 0.3123
N 4.99254 1.93014 -7.02699 0.8617 -3.3077 1.9250
C 4.26019 0.64093 -6.88379 -0.7939 -0.4069 -0.2915
C 6.24041 1.55140 -7.71861 0.5474 0.3283 -0.3137
H 5.50348 4.15147 -8.18177 -0.1593 -0.0668 -0.1684
H 6.56121 5.40431 -7.57453 0.0559 -0.3513 0.3495
H 4.89744 5.41316 -7.09888 -0.0595 -0.1308 -0.0733
H 7.96545 3.05354 -6.27356 0.3449 -0.0884 -0.1242
H 7.63011 3.84009 -4.73472 -0.0828 -0.0500 -0.0396
H 7.99555 4.81685 -6.14142 -0.3492 -0.1456 -0.0441
H 2.98473 4.92447 -6.50319 0.0235 0.1433 0.0436
H 1.74741 3.68441 -6.66334 0.0571 -0.0277 0.1585
H 3.18781 3.55483 -7.62401 0.2105 0.0899 0.2343
H 2.97117 4.43766 -3.97563 0.0530 -0.0210 0.0924
H 2.95293 2.71226 -3.51620 0.0793 0.3881 -0.2483
H 1.63136 3.37880 -4.44522 0.1822 -0.0263 -0.3881
H 4.81227 -0.04495 -6.23361 -0.0132 -0.1741 -0.2102
H 4.11344 0.15747 -7.85800 0.2134 0.1977 0.1202
H 3.26451 0.77398 -6.45585 0.2382 0.2680 0.0214
H 6.87834 0.92328 -7.08452 -0.0362 -0.0456 -0.2345
H 6.82529 2.40861 -8.05093 -0.1544 0.1379 0.3349
H 6.01811 1.00119 -8.64264 -0.2395 -0.0149 0.3800
```
Forces are in eV/Å.